Density functional theory data (ωB97M-V/def2-TZVPD) for a gas-phase ion, C6H10N (charge +1) at a distorted geometry.

```
17
C6H10N (ωB97M-V/def2-TZVPD)
H 1.11 1.57 -0.19
N -3.21 0.32 -0.42
H 0.72 -1.06 -1.84
H 1.06 -0.52 2.36
H -1.09 2.56 -0.73
H -0.03 1.53 0.94
C 0.25 -0.85 1.67
C -0.83 1.58 -0.99
H -0.96 -1.17 -0.88
H 0.52 -2.31 -0.55
C 0.25 1.09 0.00
C 0.18 -1.27 -0.90
H -0.46 1.42 -1.95
H 0.21 -1.96 1.53
H -0.61 -0.46 2.18
C 0.28 -0.37 0.27
C -2.21 0.84 -0.72
```

Output
* charge: +1
* energy above the lowest of the compared OMol25 structures with the same formula, charge and spin: 200.7 kJ/mol
* maximum force: 5.11 eV Å⁻¹
* energy: -289.00651 hartree
* spin multiplicity: 1


Density functional theory data (ωB97M-V/def2-TZVPD) for a molecular structure, C6H10N at a distorted geometry.

```
17
C6H10N (ωB97M-V/def2-TZVPD)
H 2.92 1.46 -0.19
H -0.42 0.16 -1.47
H 3.12 -0.75 1.53
H -2.53 -0.33 -1.58
C -2.52 -0.84 -0.58
H -3.55 -0.79 -0.05
C 2.27 0.60 -0.22
C -1.46 -0.34 0.23
C 0.88 0.73 0.27
H -2.42 -1.93 -0.47
N 1.09 -0.34 1.29
C 2.31 -0.38 0.92
H -1.11 1.34 -0.21
C -0.43 0.41 -0.44
H -1.44 -0.66 1.29
H 0.96 1.66 0.77
H 2.35 0.01 -1.10
```

Output
* charge: +1
* energy above the lowest of the compared OMol25 structures with the same formula, charge and spin: 321.8 kJ/mol
* maximum force: 2.75 eV Å⁻¹
* energy: -288.96039 hartree
* spin multiplicity: 1


Density functional theory data (ωB97M-V/def2-TZVPD) for a gas-phase ion, C6H10N (charge +1) at a distorted geometry.

```
17
C6H10N (ωB97M-V/def2-TZVPD)
H 3.05 -0.33 -0.71
N -0.43 -1.88 -0.09
C 2.07 0.37 -0.58
H -3.10 1.12 -0.76
C 0.71 -1.50 0.23
C -1.35 0.13 0.17
H 0.09 1.79 0.12
C 1.09 -0.09 0.46
H -2.77 -0.64 -1.09
H -3.31 -0.20 0.58
C -0.15 0.76 0.55
H 1.50 0.23 -1.61
H 1.62 0.01 1.46
H 1.69 -2.11 0.44
C -2.68 0.06 -0.33
H -0.52 0.85 1.66
H 2.47 1.43 -0.50
```

Output
* charge: +1
* energy above the lowest of the compared OMol25 structures with the same formula, charge and spin: 485.8 kJ/mol
* maximum force: 5.40 eV Å⁻¹
* energy: -288.89794 hartree
* spin multiplicity: 1


Density functional theory data (ωB97M-V/def2-TZVPD) for 2 unconnected molecules or ions with the total composition C6H10N at a distorted geometry.

```
17
C6H10N (ωB97M-V/def2-TZVPD)
H -2.02 2.64 -0.74
C -0.88 0.18 0.31
N 0.70 -2.77 1.02
H 2.35 -2.36 2.10
H -1.54 2.48 0.95
C -1.18 2.48 -0.07
C 0.40 1.16 -1.62
H 1.11 1.98 -1.54
H 0.95 0.22 -1.68
C -0.52 1.16 -0.46
H -0.45 3.28 -0.19
H -0.17 1.29 -2.53
H -1.37 -3.09 0.96
C 1.95 -2.74 1.18
H 2.60 -3.15 0.42
C -0.46 -2.57 0.81
H -1.47 -0.21 1.10
```

Output
* charge: +1
* energy above the lowest of the compared OMol25 structures with the same formula, charge and spin: 472.0 kJ/mol
* maximum force: 2.49 eV Å⁻¹
* energy: -288.90320 hartree
* spin multiplicity: 1